{"formula": "C4H8O", "method": "ωB97M-V with the def2-TZVPD basis set", "species": ["O", "C", "H", "H", "C", "C", "C", "H", "H", "H", "H", "H", "H"], "xyz": [[-1.7738, 0.3373, -1.6320], [-2.4799, 0.6832, -0.7292], [-2.4262, 0.1643, 0.2874], [-3.2492, 1.6160, -0.8488], [1.7012, -0.7909, -0.4914], [1.0147, -0.6483, 0.7881], [0.2970, 0.3857, 1.1640], [2.6451, -0.2799, -0.2916], [1.3818, -0.1265, -1.3761], [1.8690, -1.6963, -1.0870], [0.9455, -1.4630, 1.5604], [-0.0298, 0.5550, 2.1548], [0.1046, 1.2633, 0.5013]], "fmax_ha_per_bohr": 0.071, "homo_ev": -9.549, "total_charge": 0, "multiplicity": 1, "e_tot_ha": -232.3541, "lumo_energy_ev": 0.933, "smiles": "C=CC.C=O"}



{"formula": "C4H8O", "method": "ωB97M-V with the def2-TZVPD basis set", "species": ["C", "C", "C", "C", "H", "H", "H", "H", "H", "H", "H", "H", "O"], "xyz": [[0.7230, -0.6746, 1.3717], [0.1160, 0.6188, 0.8679], [-0.4745, 0.7620, -0.4722], [-0.5518, -0.2824, -1.6249], [1.4763, -0.4293, 2.0978], [1.2286, -1.2896, 0.6033], [-0.0392, -1.1909, 1.9924], [-0.2061, 1.3710, 1.6352], [-1.2588, 1.4603, -0.4846], [0.3479, -0.9938, -1.5764], [-0.6576, 0.2701, -2.6200], [-1.4477, -0.9792, -1.6167], [0.7438, 1.3576, -0.1735]], "fmax_ha_per_bohr": 0.035, "homo_ev": -10.056, "total_charge": 0, "multiplicity": 1, "e_tot_ha": -232.3896, "lumo_energy_ev": 1.143, "smiles": "C[C@@H]1O[C@@H]1C"}



{"formula": "C4H8O", "method": "ωB97M-V with the def2-TZVPD basis set", "species": ["C", "C", "C", "C", "H", "H", "H", "H", "H", "H", "H", "H", "O"], "xyz": [[0.6547, -0.3015, -0.5053], [-0.5915, -0.7197, 0.3025], [-0.4326, 0.5733, 1.0698], [0.1887, 1.1218, -0.2572], [0.7073, -1.7488, -1.7641], [1.5501, -0.5840, 0.1483], [-0.6803, -1.6464, 0.9239], [-1.4778, -0.7258, -0.3838], [-1.3476, 1.0657, 1.6165], [0.3496, 0.5224, 1.8206], [1.0187, 1.8058, -0.1587], [-0.6431, 1.3513, -0.9221], [0.7038, -0.7138, -1.8905]], "fmax_ha_per_bohr": 0.072, "homo_ev": -10.107, "total_charge": 0, "multiplicity": 1, "e_tot_ha": -232.3879, "lumo_energy_ev": 0.981, "smiles": "OC1CCC1"}



{"formula": "C4H8O", "method": "ωB97M-V with the def2-TZVPD basis set", "species": ["C", "C", "C", "C", "O", "H", "H", "H", "H", "H", "H", "H", "H"], "xyz": [[1.2404, 0.2845, 0.5938], [0.1351, -0.2883, -0.2927], [-0.7678, 0.8212, -0.8337], [-0.6977, -1.2828, 0.4927], [-1.4898, -0.9660, 1.3490], [1.7047, 1.1446, 0.1111], [0.8263, 0.6123, 1.5438], [2.0247, -0.4349, 0.8273], [0.5860, -0.8291, -1.1307], [-1.5898, 0.4078, -1.4286], [-0.1882, 1.5061, -1.4647], [-1.2087, 1.3753, 0.0002], [-0.5752, -2.3507, 0.2325]], "fmax_ha_per_bohr": 0.010, "homo_ev": -9.782, "total_charge": 0, "multiplicity": 1, "e_tot_ha": -232.4343, "lumo_energy_ev": 1.044, "smiles": "CC(C)C=O"}



{"formula": "C4H8O", "method": "ωB97M-V with the def2-TZVPD basis set", "species": ["C", "C", "O", "C", "C", "H", "H", "H", "H", "H", "H", "H", "H"], "xyz": [[-0.5203, 1.3857, -0.1850], [0.3939, -0.0122, -0.0035], [1.7188, 0.3197, 0.1465], [-0.0615, -1.2532, -0.7320], [-0.3528, -1.0783, 0.7413], [-1.6447, 1.3934, -0.2089], [-0.2042, 1.6820, -1.1726], [-0.2430, 2.1621, 0.5496], [1.9038, 0.3503, 1.0938], [-0.8824, -1.2142, -1.4443], [0.7524, -1.9072, -1.0687], [-0.9101, -0.0643, 0.7752], [0.0501, -1.7638, 1.5088]], "fmax_ha_per_bohr": 0.091, "homo_ev": -9.107, "total_charge": 0, "multiplicity": 1, "e_tot_ha": -232.3112, "lumo_energy_ev": 0.941, "smiles": "CC1(O)CC1"}



{"formula": "C4H8O", "method": "ωB97M-V with the def2-TZVPD basis set", "species": ["C", "C", "C", "C", "O", "H", "H", "H", "H", "H", "H", "H", "H"], "xyz": [[1.3295, 0.1790, -0.4209], [-0.0042, -0.4048, 0.1048], [-1.2060, -0.0872, -0.7793], [-0.1935, 0.1270, 1.5085], [-1.0733, 0.8837, 1.8435], [1.2657, 0.3804, -1.4943], [1.5713, 1.1294, 0.0691], [2.1702, -0.5002, -0.2508], [0.1047, -1.4957, 0.1883], [-2.1378, -0.3723, -0.2823], [-1.1416, -0.6318, -1.7271], [-1.2685, 0.9828, -0.9990], [0.5836, -0.1904, 2.2396]], "fmax_ha_per_bohr": 0.010, "homo_ev": -9.776, "total_charge": 0, "multiplicity": 1, "e_tot_ha": -232.4336, "lumo_energy_ev": 1.000, "smiles": "CC(C)C=O"}



{"formula": "C4H8O", "method": "ωB97M-V with the def2-TZVPD basis set", "species": ["C", "C", "C", "C", "H", "H", "H", "H", "H", "H", "H", "H", "O"], "xyz": [[0.0025, 0.7762, 0.9602], [-0.1463, -0.4261, 0.1393], [0.9810, -0.8154, -0.8481], [-0.3056, -0.2671, -1.3079], [-1.5180, 0.8922, 2.1761], [0.5380, 0.3978, 1.8951], [0.6609, 1.4864, 0.5497], [-0.8150, -1.2853, 0.4571], [1.8720, -0.2313, -0.7825], [1.0113, -1.9037, -0.9382], [-0.8579, -0.9387, -1.9696], [-0.2547, 0.7652, -1.7322], [-1.1682, 1.5500, 1.4010]], "fmax_ha_per_bohr": 0.089, "homo_ev": -10.269, "total_charge": 0, "multiplicity": 1, "e_tot_ha": -232.3730, "lumo_energy_ev": 0.952, "smiles": "OCC1CC1"}



{"formula": "C4H8O", "method": "ωB97M-V with the def2-TZVPD basis set", "species": ["O", "C", "C", "C", "C", "H", "H", "H", "H", "H", "H", "H", "H"], "xyz": [[2.1412, -0.8484, 0.3882], [1.3274, 0.3119, 0.4556], [0.0550, 0.1811, -0.3692], [-1.2684, 0.6988, 0.0717], [-1.1950, -0.7539, -0.2548], [1.7102, -1.4606, -0.2225], [1.7179, 1.2140, -0.0639], [1.2878, 0.5995, 1.5181], [0.3639, 0.3342, -1.4066], [-1.3469, 0.9359, 1.1272], [-1.8110, 1.3526, -0.5955], [-1.2986, -1.4950, 0.5374], [-1.6834, -1.0700, -1.1857]], "fmax_ha_per_bohr": 0.021, "homo_ev": -9.974, "total_charge": 0, "multiplicity": 1, "e_tot_ha": -232.3884, "lumo_energy_ev": 1.096, "smiles": "OCC1CC1"}